This record from OMol25 describes one molecule with the formula C5H10O2. The level of theory is ωB97M-V with the def2-TZVPD basis set.

For the molar mass, the calculation gives 102.1 g/mol. The calculation puts the energy above the lowest of the compared OMol25 structures with the same formula, charge and spin at 389.92 kJ/mol. For the calculated total energy, the calculation gives -9439.00180 eV. The SMILES is C[C@]1(O)C[C@@]1(C)O.

```
! RIJCOSX wB97M-V def2-TZVPD def2/J DEFGRID3
* xyz 0 1
C -0.02176 0.34153 -2.18216
C -0.60511 0.03937 -0.84512
O -1.63069 -0.87461 -1.05259
C -0.73496 0.75662 0.42822
C 0.40928 -0.22843 0.49451
C 1.44567 0.14382 1.59388
O 0.17125 -1.60488 0.60150
H -0.73707 0.80754 -2.86811
H 0.88718 0.92573 -2.06907
H 0.24125 -0.63953 -2.60206
H -2.24056 -0.84292 -0.30124
H -1.61535 0.58797 1.04862
H -0.40947 1.79403 0.39395
H 0.91686 -0.16145 2.52388
H 2.38284 -0.42204 1.60065
H 1.66882 1.20596 1.75091
H -0.12817 -1.82873 1.48422
*
```